Density functional theory data (wB97M-V/def2-TZVPD) for the molecule C5H11N.

Geometry as XYZ:
```
17
Properties=species:S:1:pos:R:3:forces:R:3
N -2.4138 0.0663 -0.1597 -0.75 3.38 3.65
C -1.1637 -0.5324 0.3631 1.29 0.82 -0.68
C -0.0592 -0.3825 -0.7693 0.53 -0.96 1.42
C 1.2959 -0.9895 -0.2646 1.54 3.15 -1.79
C 1.5045 0.3759 0.6430 0.17 -0.79 -1.14
C 0.5188 0.9921 -0.4566 1.82 1.41 -0.45
H -2.1510 1.1248 -0.5822 -1.13 -3.41 1.93
H -2.9429 0.1972 0.9710 1.36 0.27 -4.79
H -1.4777 -1.5627 0.6293 0.79 0.42 -0.01
H -0.6569 0.0577 1.2462 -1.65 -1.51 -1.25
H -0.4430 -0.6619 -1.7577 0.12 0.20 0.23
H 1.2749 -1.8576 0.2630 -0.22 -2.65 1.53
H 2.1195 -1.1157 -1.1032 -1.70 0.56 1.60
H 2.5393 0.8520 0.6587 -1.38 -0.78 0.09
H 1.1004 0.2243 1.7053 0.71 0.44 -1.68
H -0.2550 1.6778 -0.1544 -0.01 0.73 0.29
H 1.2099 1.5342 -1.2320 -1.50 -1.27 1.06
```
Positions in Å, forces in eV/Å.

Summary:
* net charge: 0
* relative energy (zero: lowest compared OMol25 entry of this formula, charge and spin): 325.6 kJ/mol
* largest force on an atom: 5.03 eV/A
* E_HOMO: -9.4025 eV

Density functional theory data (wB97M-V/def2-TZVPD) for the molecule C5H11N.

Geometry as XYZ:
```
17
Properties=species:S:1:pos:R:3:forces:R:3
C -2.5860 -0.0256 -0.2590 1.08 2.18 0.28
C -1.2195 -0.5543 0.1290 2.27 -1.07 1.77
N 0.0372 -0.0400 -0.5192 -1.33 -0.44 -1.65
C 0.4870 1.2050 0.0082 -0.70 0.52 2.87
C 1.1737 -0.0859 0.3766 0.73 -0.79 -0.80
C 2.5156 -0.4014 -0.2891 0.19 1.14 0.56
H -2.9629 -0.3097 -1.2339 0.67 0.58 -0.70
H -2.4633 1.1044 -0.0239 -0.83 -1.57 -1.10
H -3.4155 -0.3701 0.3249 0.04 -0.38 1.19
H -1.0806 -1.6757 0.0053 -0.56 1.22 0.49
H -0.9406 -0.2150 1.2227 -1.51 -1.20 -1.23
H -0.1956 1.4767 0.9151 1.32 0.64 -1.76
H 1.0030 1.9841 -0.6162 -0.82 -0.90 0.73
H 0.9761 -0.6863 1.3071 0.25 1.28 -0.57
H 2.7468 -1.4370 -0.2366 0.04 -1.07 -0.12
H 2.5621 -0.0708 -1.3286 -0.31 -0.07 0.07
H 3.3626 0.1018 0.2177 -0.51 -0.06 -0.01
```
Positions in Å, forces in eV/Å.

Summary:
* net charge: 0
* relative energy (zero: lowest compared OMol25 entry of this formula, charge and spin): 222.9 kJ/mol
* largest force on an atom: 3.07 eV/A
* E_HOMO: -8.9051 eV

Density functional theory data (wB97M-V/def2-TZVPD) for the molecule C5H11N.

Geometry as XYZ:
```
17
Properties=species:S:1:pos:R:3:forces:R:3
C -1.5131 1.1703 -0.2061 -0.16 0.01 -0.04
C -1.4106 -0.3604 -0.2108 -0.23 0.06 -0.06
N -0.1503 -0.7401 0.3486 -0.01 0.18 0.04
C 0.5769 -1.8466 0.6478 0.04 -0.22 0.01
C 0.9821 -0.0489 0.6575 0.25 0.03 0.01
C 1.6680 0.7040 -0.4796 0.18 -0.19 0.04
H -2.3313 1.4945 -0.8504 -0.04 0.00 0.11
H -1.7073 1.5174 0.8154 -0.01 -0.04 -0.21
H -0.6059 1.6837 -0.5419 -0.24 -0.30 -0.04
H -2.2035 -0.7465 0.4439 -0.05 -0.08 -0.18
H -1.5498 -0.8368 -1.1917 -0.02 0.38 -0.01
H 0.0805 -2.6566 1.2147 0.52 0.54 0.63
H 1.4101 -2.2143 0.0577 -0.30 0.03 -0.77
H 1.2195 0.2176 1.6812 -0.19 -0.03 0.01
H 2.6303 0.2421 -0.7155 0.08 0.10 -0.01
H 1.8468 1.7725 -0.2792 -0.01 -0.36 0.19
H 1.0574 0.6482 -1.3919 0.16 -0.11 0.27
```
Positions in Å, forces in eV/Å.

Summary:
* net charge: 0
* relative energy (zero: lowest compared OMol25 entry of this formula, charge and spin): 327.9 kJ/mol
* largest force on an atom: 0.98 eV/A
* E_HOMO: -7.9549 eV

Density functional theory data (wB97M-V/def2-TZVPD) for the molecule C5H11N.

Geometry as XYZ:
```
17
Properties=species:S:1:pos:R:3:forces:R:3
C -0.4708 1.8766 0.6203 -0.02 -0.01 0.03
C 0.1828 0.8363 -0.2556 -0.06 0.14 -0.06
C -0.3986 -0.4991 -0.5861 -0.07 -0.06 -0.18
C -1.6925 -1.0570 -0.0565 -0.16 0.03 0.10
N 0.6840 -0.3724 0.3653 0.06 -0.08 0.08
C 1.9826 -0.8890 0.0004 0.22 -0.03 -0.07
H 0.2979 2.4676 1.1302 -0.12 -0.05 -0.05
H -1.0834 2.5601 0.0215 0.09 -0.10 0.07
H -1.1070 1.4234 1.3860 0.11 0.00 -0.15
H 0.7915 1.2548 -1.0655 -0.02 -0.10 0.19
H -0.1277 -0.8500 -1.5851 0.05 -0.01 0.13
H -1.6908 -0.9844 1.0317 -0.08 0.00 -0.06
H -1.7842 -2.1141 -0.3252 0.01 0.10 0.07
H -2.5766 -0.5397 -0.4389 0.10 0.01 -0.06
H 1.9714 -1.9821 0.0820 0.00 0.18 0.00
H 2.7314 -0.5062 0.6998 -0.03 -0.03 -0.12
H 2.2899 -0.6245 -1.0246 -0.06 0.00 0.07
```
Positions in Å, forces in eV/Å.

Summary:
* net charge: 0
* relative energy (zero: lowest compared OMol25 entry of this formula, charge and spin): 106.4 kJ/mol
* largest force on an atom: 0.23 eV/A
* E_HOMO: -9.0117 eV

Density functional theory data (wB97M-V/def2-TZVPD) for a cluster of 2 separate species, C5H11N in total.

Geometry as XYZ:
```
17
Properties=species:S:1:pos:R:3:forces:R:3
C 0.4465 1.7395 -0.7276 0.79 -0.17 -1.72
C -0.5509 1.9405 -1.5809 -1.95 -0.53 2.12
C -1.9753 2.0573 -1.0366 0.83 1.74 -0.50
H 1.4113 1.6285 -1.2059 0.40 0.01 0.47
H 0.3790 1.5987 0.3456 -0.29 0.16 -0.20
H -0.5464 1.9744 -2.6573 0.85 0.09 -0.18
H -2.2214 3.1283 -1.1399 -0.25 -0.17 -0.28
H -2.6753 1.5265 -1.6852 -0.15 -0.28 0.68
H -2.0138 1.9590 0.0550 -0.24 -0.88 -0.39
C 1.5472 -2.4942 0.1462 -0.18 0.11 -0.23
C 1.3255 -2.1353 1.4075 -0.64 0.26 0.87
N 0.0597 -1.8738 1.9857 0.92 0.72 -1.12
H 0.7880 -2.3052 -0.6059 -0.27 -0.55 0.19
H 2.4718 -2.9288 -0.2149 0.16 0.48 0.24
H 2.0802 -1.9398 2.1601 0.69 -0.54 -0.29
H -0.6237 -2.5939 1.9640 -0.40 -0.22 -0.01
H 0.0975 -1.2817 2.7900 -0.30 -0.23 0.35
```
Positions in Å, forces in eV/Å.

Summary:
* net charge: 0
* relative energy (zero: lowest compared OMol25 entry of this formula, charge and spin): 212.0 kJ/mol
* largest force on an atom: 2.93 eV/A
* E_HOMO: -8.3709 eV

Density functional theory data (wB97M-V/def2-TZVPD) for the molecule C5H11N.

Geometry as XYZ:
```
17
Properties=species:S:1:pos:R:3:forces:R:3
C 2.4860 -0.4573 0.5614 0.17 -0.01 0.12
C 1.4068 -0.4871 -0.5432 -0.07 -0.08 -0.02
C 0.2167 -0.2652 0.3507 0.08 0.16 -0.14
C -0.4430 1.0170 0.0171 0.05 0.15 0.11
N -1.4529 0.2256 -0.7305 0.01 -0.11 0.04
C -2.6489 0.0082 0.0815 -0.19 -0.01 0.07
H 2.3280 0.3952 1.2338 0.11 -0.09 -0.10
H 2.4087 -1.3636 1.1657 0.09 0.15 -0.06
H 3.4919 -0.3741 0.1413 -0.14 -0.01 -0.02
H 1.6066 0.2874 -1.3062 -0.12 -0.12 0.19
H 1.4309 -1.4667 -1.0355 -0.05 0.10 0.20
H -1.0657 -0.6941 -0.9770 -0.08 0.20 -0.29
H 0.0604 1.7428 -0.6386 -0.01 -0.17 0.12
H -0.9367 1.5312 0.8459 0.07 -0.09 -0.14
H -3.3221 -0.6809 -0.4359 0.11 0.07 0.08
H -3.1582 0.9707 0.1925 0.03 -0.16 0.00
H -2.4085 -0.3890 1.0768 -0.06 0.03 -0.15
```
Positions in Å, forces in eV/Å.

Summary:
* net charge: 0
* relative energy (zero: lowest compared OMol25 entry of this formula, charge and spin): 399.3 kJ/mol
* largest force on an atom: 0.35 eV/A
* E_HOMO: -8.2267 eV

Question: Which value of relative energy (zero: lowest compared OMol25 entry of this formula, charge and spin) does entry 5 give?
Answer: 212.0 kJ/mol